No. 1
Molecular formula: C17H26N6O4
Method: DFT, the ωB97M-V functional and the def2-TZVPD basis

Results
Energy relative to the best compared isomer or geometry (same formula, charge and spin): 5.55 kJ/mol
SMILES: CCCCCn1c(N2CCOCC2)nc2c1c(=O)n(CC(N)=O)c(=O)n2C
Net charge: 0
LUMO: 0.604 eV
Largest force on an atom: 0.0283 hartree/bohr
HOMO: -0.29849 hartree
HOMO-LUMO gap: 8.7267 eV
E: -1292.98688 Eh

Each line ends with the Mulliken charge.
Positions of all 53 atoms, in Å:
C: -0.86097 -4.54212 0.52772  -0.9530
C: 0.65003 -4.35255 0.59369  -0.4161
C: 1.20809 -3.54857 -0.58222  -0.8772
C: 0.62100 -2.14490 -0.72205  -0.4458
C: 0.89499 -1.27203 0.50602  -1.5667
N: 0.52322 0.10250 0.27657  0.1936
C: 1.28520 1.19918 0.03688  0.2640
N: 2.65226 1.19488 -0.00947  0.2629
C: 3.36673 0.34956 -0.95646  -0.0304
C: 4.81288 0.21415 -0.47424  -0.8380
O: 5.43561 1.47117 -0.37469  -0.3779
C: 4.73148 2.31118 0.51088  -0.6996
C: 3.28123 2.50591 0.06614  -0.5846
N: 0.56973 2.31947 -0.02530  -0.8093
C: -0.70672 1.92755 0.15507  0.9576
C: -0.78477 0.55838 0.33610  -0.2700
C: -2.01238 -0.12050 0.57865  0.7646
O: -2.16798 -1.30115 0.82456  -0.7450
N: -3.10348 0.77111 0.52792  0.0301
C: -4.42627 0.18478 0.71407  -1.0423
C: -5.16973 0.03054 -0.62554  0.5159
N: -5.74967 1.17090 -1.04202  -0.3406
O: -5.24135 -1.01951 -1.21964  -0.6225
C: -3.04848 2.14182 0.35926  0.6001
O: -4.05522 2.83280 0.37409  -0.7898
N: -1.81580 2.71409 0.17630  0.0430
C: -1.72198 4.14715 -0.00030  -1.0571
H: -1.18594 -5.21611 1.31688  0.3900
H: -1.14791 -4.97379 -0.42856  0.2935
H: -1.38598 -3.59977 0.65365  0.1333
H: 0.91667 -3.86688 1.53419  0.2639
H: 1.13454 -5.33256 0.58756  0.3814
H: 1.00410 -4.09381 -1.50633  0.4108
H: 2.29498 -3.47519 -0.47600  0.2765
H: -0.45718 -2.20906 -0.86485  0.4531
H: 1.04483 -1.66963 -1.61175  0.4179
H: 1.94698 -1.30488 0.79867  0.5711
H: 0.28406 -1.63243 1.33653  0.4710
H: 2.90463 -0.63099 -1.03004  0.0393
H: 3.36696 0.81797 -1.95282  0.2444
H: 5.40200 -0.36526 -1.18686  0.3655
H: 4.82398 -0.28934 0.50508  0.3668
H: 5.26226 3.26394 0.51510  0.3680
H: 4.74530 1.87996 1.52341  0.3465
H: 2.73557 3.11327 0.78637  0.4472
H: 3.25539 3.00741 -0.91048  0.3234
H: -4.27261 -0.80888 1.13976  0.3734
H: -5.00512 0.81842 1.38888  0.4423
H: -6.21092 1.17976 -1.93733  0.2349
H: -5.52854 2.04433 -0.58127  0.2506
H: -2.14501 4.65527 0.86661  0.3136
H: -2.28109 4.45059 -0.88602  0.3057
H: -0.66957 4.39185 -0.11233  0.3501

***

No. 2
Molecular formula: C27H48F9O15S3Zr
Method: DFT, the ωB97M-V functional and the def2-TZVPD basis

Results
Energy relative to the best compared isomer or geometry (same formula, charge and spin): 0.00 kJ/mol
Net charge: +1
LUMO: -4.362 eV
Largest force on an atom: 0.0694 hartree/bohr
HOMO: -0.40383 hartree
HOMO-LUMO gap: 6.6264 eV
E: -4326.38569 Eh

Each line ends with the Mulliken charge.
Positions of all 103 atoms, in Å:
Zr: 1.14760 1.71563 2.11705  1.2177
C: 1.09353 5.51880 0.02230  0.6254
F: 0.28166 6.30383 -0.62197  -0.1684
F: 2.21431 5.39380 -0.63699  -0.1414
F: 1.30615 5.95877 1.24108  -0.1846
S: 0.29808 3.79287 0.20776  1.4332
O: 1.37841 2.78373 0.25541  -0.7952
O: -0.07647 3.51158 1.62176  -0.8073
O: -0.70912 3.62794 -0.77648  -0.6174
C: 0.26439 0.09338 -1.65928  0.0928
F: 0.72565 1.28795 -1.89681  -0.1589
F: -0.92565 -0.07774 -2.18247  -0.1950
F: 1.08291 -0.81158 -2.11043  -0.0980
S: 0.03905 -0.15992 0.20097  1.7957
O: -0.52994 1.04344 0.86336  -0.2944
O: -0.66124 -1.38669 0.40659  -0.4473
O: 1.33656 -0.04243 0.92160  0.2156
C: 5.21167 1.67730 3.71056  0.5993
F: 5.67605 0.88479 4.64288  -0.1615
F: 4.66967 2.75485 4.26424  -0.1872
F: 6.12279 2.01136 2.83467  -0.1413
S: 3.81742 0.77445 2.80068  1.2243
O: 4.28829 -0.50984 2.39055  -0.5589
O: 2.54533 0.81495 3.59634  -0.7888
O: 3.29030 1.62823 1.71701  -0.7314
C: 5.55193 0.35133 -1.28499  -0.4906
C: 5.25135 1.63385 -2.05896  -0.6986
C: 3.72237 1.85109 -1.89146  -0.4629
O: 3.30998 0.85072 -0.98292  0.2195
C: 4.15613 -0.29490 -1.10503  -0.1272
H: 5.89283 0.54803 -0.26954  0.1715
H: 6.23047 -0.29991 -1.83290  0.3749
H: 5.48144 1.53028 -3.11807  0.3180
H: 5.84947 2.45369 -1.66122  0.2771
H: 3.28620 1.69146 -2.88385  0.3148
H: 3.42293 2.84155 -1.56046  0.1354
H: 3.81052 -0.88054 -1.95908  0.0225
H: 4.08149 -0.87947 -0.19441  -0.0888
C: 3.25939 -4.22728 0.94866  -0.7545
C: 4.14976 -4.37278 -0.30237  -0.5554
C: 3.27220 -3.82738 -1.42917  -0.6977
O: 2.39186 -2.90653 -0.79527  -0.0434
C: 2.09124 -3.31580 0.52475  0.9839
H: 3.81497 -3.86174 1.81258  0.3043
H: 2.96267 -5.23084 1.26064  0.3677
H: 4.28645 -5.42926 -0.53660  0.3258
H: 5.10212 -3.85595 -0.22819  0.2418
H: 2.66939 -4.57333 -1.96103  0.4046
H: 3.82537 -3.33086 -2.22921  0.3737
H: 1.09459 -3.76130 0.55887  0.4659
H: 2.13876 -2.42385 1.15285  -1.3431
C: -4.84532 1.89354 -2.72275  -0.2294
C: -5.77841 0.77390 -2.25113  -0.3781
C: -5.55549 -0.28153 -3.33779  -0.5945
O: -4.19242 -0.17800 -3.65688  -0.3081
C: -3.84747 1.19617 -3.67489  -0.1373
H: -4.37885 2.48646 -1.93289  -0.0108
H: -5.42653 2.65251 -3.25393  0.3670
H: -6.80537 1.12810 -2.20056  0.3890
H: -5.45530 0.31009 -1.31689  0.1042
H: -6.21355 -0.04483 -4.18554  0.2593
H: -5.84410 -1.26368 -2.96671  0.3969
H: -3.92499 1.59571 -4.69059  0.2664
H: -2.81520 1.31124 -3.34391  -0.0706
C: -4.88312 2.53854 1.25783  -0.3728
C: -4.81256 3.77204 2.14438  -0.7871
C: -3.54659 3.51868 2.97295  -0.5788
O: -2.76484 2.54118 2.25259  -0.1682
C: -3.40956 2.26495 1.01428  -0.1204
H: -5.49514 2.60277 0.36276  0.2833
H: -5.27575 1.75416 1.91530  0.3504
H: -5.64135 3.88536 2.84087  0.3552
H: -4.67341 4.66521 1.53349  0.2788
H: -3.74803 3.20129 3.99707  0.3290
H: -2.93946 4.42657 3.02926  0.2722
H: -3.21046 1.25883 0.64747  0.0468
H: -3.02614 2.97431 0.26948  0.0610
C: -2.02607 -3.68974 -2.11968  -0.5716
C: -0.51698 -3.98657 -2.22549  0.7910
C: -0.14651 -3.65332 -3.66716  -0.4702
O: -1.39676 -3.62822 -4.34517  -0.5234
C: -2.29375 -2.99648 -3.45190  -0.0415
H: -2.32115 -3.05517 -1.28074  0.1782
H: -2.60823 -4.60584 -2.03173  0.3641
H: -0.30383 -5.02456 -1.96520  0.4846
H: 0.09775 -3.39620 -1.54179  -0.9698
H: 0.47932 -4.40750 -4.14199  0.3415
H: 0.32859 -2.67203 -3.77149  0.1944
H: -3.32240 -3.08226 -3.80527  0.3080
H: -2.13063 -1.91274 -3.45842  -0.1067
C: -0.62529 -2.08177 4.05066  -0.7301
C: -1.69129 -1.08314 4.46773  -0.6959
C: -1.45248 0.08527 3.52409  -0.0244
O: -0.02389 0.05256 3.25188  0.0158
C: 0.56135 -1.20845 3.71162  0.0684
H: -0.94950 -2.71713 3.22528  0.1958
H: -0.47304 -2.73915 4.90802  0.4644
H: -1.54239 -0.77177 5.50429  0.3577
H: -2.67508 -1.54643 4.42104  0.3543
H: -1.81189 1.01055 3.96661  0.1507
H: -1.97769 -0.07076 2.58365  -0.0408
H: 1.11747 -1.07149 4.63971  0.4111
H: 1.22054 -1.60095 2.94420  -0.2751